[1]
19
Properties=species:S:1:pos:R:3:mulliken_charge:R:1 method="wB97M-V/def2-TZVPD" total_charge=0 spin_multiplicity=1 e_above_lowest_kcal_mol=0.00 smiles="O=[N+]([O-])c1ccccc1[P@@](O)(=S)S" lumo_energy_ev=-1.35 homo_energy_ev=-8.955
O 1.86949 -1.35264 -0.59795 -0.6014
N 0.78011 -1.97044 -0.44948 1.0022
O 0.55075 -3.12004 -0.66921 -0.5948
C -0.26011 -1.05157 -0.13735 0.0200
C -1.50940 -1.50810 -0.00247 -0.2684
C -2.53407 -0.74357 0.43668 -0.4638
C -2.35170 0.62603 0.58724 -0.4155
C -1.10121 1.13166 0.40958 -0.3893
C -0.01643 0.37832 -0.00597 0.3302
P 1.74085 0.88187 0.12644 0.7474
O 1.60161 2.56253 0.16705 -0.5855
S 2.51851 0.12289 1.75750 -0.3587
S 2.60689 1.08753 -1.84217 -0.2678
H -1.62974 -2.56170 -0.39844 0.3481
H -3.65343 -0.98351 0.45398 0.2588
H -3.14583 1.37112 0.62981 0.3524
H -0.85877 2.19195 0.42280 0.3887
H 2.04324 2.92423 0.98903 0.3332
H 3.34924 0.01344 -1.87705 0.1641


[2]
46
Properties=species:S:1:pos:R:3:mulliken_charge:R:1 method="wB97M-V/def2-TZVPD" total_charge=0 spin_multiplicity=3 lumo_energy_ev="0.54 / -1.78" homo_energy_ev="-5.350 / -8.802"
Au 1.05754 -0.12601 -0.54768 0.0535
C -2.30941 -0.56245 0.31941 -1.0204
Si -0.72256 -0.20085 1.15794 0.0356
C -0.92791 1.55099 1.93816 -0.9007
C -0.10169 -1.57062 2.35967 0.4552
C -0.82326 -1.85674 3.52328 -0.5622
C -0.66251 -3.07943 4.15343 -0.3648
C 0.30191 -3.98726 3.74684 -0.6361
C 1.03561 -3.71690 2.65470 -0.3907
C 0.89226 -2.53397 1.87395 0.1788
Si 1.73329 -2.33246 0.17911 0.0856
C 3.61428 -2.06783 0.24633 -1.1729
C 1.26589 -3.61195 -1.12266 -1.2008
H -2.32340 -1.66709 0.16520 0.2865
H -2.39761 0.02239 -0.62388 0.3124
H -3.13834 -0.23140 0.92961 0.3639
H -1.64432 1.61848 2.80389 0.3182
H -1.24394 2.20033 1.09213 0.1395
H 0.05488 1.90453 2.19575 0.3376
H -1.57612 -1.12829 3.86595 0.3387
H -1.25726 -3.28142 5.08604 0.2778
H 0.50682 -4.97830 4.16229 0.3420
H 1.84423 -4.38177 2.32978 0.3137
H 4.16033 -2.84853 0.79796 0.3625
H 4.00034 -1.15088 0.65017 0.3757
H 4.00466 -2.20708 -0.79453 0.2781
H 2.19454 -3.91390 -1.65817 0.3305
H 0.65218 -3.18372 -1.87930 0.3688
H 0.79902 -4.50962 -0.73960 0.3894
C 1.90645 3.43425 -3.65598 -0.5758
C 2.64778 2.27247 -3.61048 -0.3221
C 2.29005 1.15070 -2.80217 -0.5838
C 1.16368 1.30617 -2.00722 0.4141
C 0.32221 2.38749 -2.13288 0.2348
C 0.66960 3.45229 -2.97755 -0.3978
H 2.30563 4.23537 -4.29309 0.3360
H 3.66964 2.29452 -4.07739 0.2560
H 2.93416 0.30201 -2.89936 0.3778
H -0.57576 2.44515 -1.52882 0.3142
H -0.06071 4.21835 -3.15815 0.3952
C -4.91361 4.20773 -0.98453 -0.7399
C -3.45966 3.78695 -0.93271 0.2001
N -2.36485 3.41712 -0.91411 -0.4155
H -4.92258 5.15931 -1.49648 0.2780
H -5.17086 4.42148 0.06057 0.2682
H -5.43061 3.34038 -1.45541 0.2654


[3]
74
Properties=species:S:1:pos:R:3:mulliken_charge:R:1 method="wB97M-V/def2-TZVPD" total_charge=+2 spin_multiplicity=1 e_above_lowest_kcal_mol=7.82 lumo_energy_ev=-8.03 homo_energy_ev=-14.015
Pb -0.07270 1.55729 0.72870 1.1832
C 2.84691 -5.41179 2.49981 -1.6450
C 2.55025 -4.21493 1.67191 0.5834
C 2.23572 -4.36937 0.29231 -1.1548
C 1.97458 -3.28436 -0.46483 -0.5482
C 1.97661 -1.94471 0.09883 0.8503
N 1.47139 -0.91310 -0.49828 0.3586
C 0.64060 -1.06952 -1.59449 0.1157
C -0.35198 -2.06479 -1.62951 0.0452
C -1.19079 -2.19259 -2.71880 -1.2947
C -1.06481 -1.34888 -3.82207 0.6722
C -1.95815 -1.49051 -5.01720 -1.5413
C -0.11913 -0.32152 -3.76694 -0.2107
C 0.69706 -0.14685 -2.66464 -0.2984
N 1.61107 0.92630 -2.65808 0.4815
C 2.43445 1.31698 -3.66483 -0.1352
C 3.09753 2.43519 -3.23301 -1.0825
C 2.59708 2.65996 -1.93800 -0.5410
N 1.70205 1.74858 -1.59220 -0.1030
C 2.49007 -1.80406 1.47443 0.1648
C 2.68353 -2.94351 2.22589 -0.6422
N 2.68264 -0.57741 2.06074 0.8462
C 2.62259 -0.29487 3.40985 -0.1302
C 3.08613 0.96774 3.57078 -0.9161
C 3.42473 1.39574 2.25671 -0.4118
N 3.16439 0.48523 1.34977 -0.7735
H 2.43400 -6.31923 2.06654 0.4214
H 2.48076 -5.28620 3.51828 0.4085
H 3.93388 -5.53342 2.56268 0.3659
H 2.24504 -5.36011 -0.14114 0.5085
H 1.80027 -3.38027 -1.52700 0.5895
H -0.49366 -2.67486 -0.74665 0.5554
H -1.95594 -2.95799 -2.71313 0.4718
H -2.39288 -2.48638 -5.06912 0.4195
H -1.41201 -1.30014 -5.94000 0.3891
H -2.77948 -0.77192 -4.96937 0.3025
H -0.03056 0.36969 -4.59643 0.4916
H 2.50015 0.75690 -4.58210 0.4598
H 3.84636 2.99634 -3.76201 0.4650
H 2.87655 3.43186 -1.23811 0.5042
H 3.01818 -2.85783 3.24961 0.6444
H 2.21855 -0.99793 4.11729 0.4324
H 3.17133 1.51866 4.49048 0.4792
H 3.86220 2.33485 1.95429 0.4778
C -1.84011 4.15417 -0.61122 -0.9837
C -2.67773 3.91780 0.63617 -0.6091
N -1.97824 3.09367 1.64385 -0.1839
C -2.89559 2.24364 2.42444 -0.9072
C -3.55885 1.13804 1.59786 -0.9019
S -2.59913 0.39676 0.22663 0.0929
C -3.22735 1.29436 -1.23164 -1.0111
C -2.17904 2.09663 -1.99908 -0.1360
N -1.28484 2.91441 -1.17207 0.0758
H -0.99565 4.80017 -0.36005 0.3983
H -2.44495 4.69431 -1.34780 0.3701
H -3.61071 3.42056 0.38123 0.2053
H -2.96067 4.88629 1.05563 0.4352
H -1.51254 3.71154 2.30237 0.3162
H -3.69714 2.84251 2.87045 0.4587
H -2.32189 1.79468 3.22833 0.3411
H -4.49414 1.46224 1.14310 0.6515
H -3.80569 0.31127 2.26244 0.5087
H -4.05836 1.91381 -0.90280 0.5853
H -3.64520 0.54688 -1.90547 0.6261
H -2.70755 2.70841 -2.74042 0.4290
H -1.54250 1.40220 -2.55094 -0.3789
H -0.48597 3.15751 -1.74903 0.1790
F -2.12783 -1.22128 4.45914 -0.2376
C -1.00571 -1.68260 3.89846 0.7308
F -1.14929 -2.98363 3.67309 -0.2489
F 0.00018 -1.52635 4.78348 -0.2606
C -0.67542 -0.89950 2.60248 0.3699
O -0.39178 -1.52842 1.58623 -0.4868
O -0.68086 0.35762 2.74417 -0.6872


[4]
131
Properties=species:S:1:pos:R:3:mulliken_charge:R:1 method="wB97M-V/def2-TZVPD" total_charge=0 spin_multiplicity=1 e_above_lowest_kcal_mol=86.66 smiles=C1CCOC1.C1CCOC1.C1CCOC1.C1CCOC1.C1CCOC1.C1CCOC1.C1CCOC1.OCCO.OCCO.OCCO.OCCO lumo_energy_ev=0.07 homo_energy_ev=-9.516
C -2.92009 -8.60874 0.84952 -0.3800
C -2.88360 -7.12667 0.75510 -0.5023
C -4.24159 -6.68733 0.14215 -0.4113
O -5.13975 -7.76493 0.50019 -0.4220
C -4.38147 -8.95963 0.58312 -0.4492
H -2.68038 -8.87824 1.87813 0.2018
H -2.19778 -9.05032 0.16297 0.3038
H -2.03596 -6.75104 0.18194 0.3108
H -2.61592 -6.69288 1.71858 0.2375
H -4.25134 -6.64246 -0.94687 0.2695
H -4.53592 -5.70463 0.51058 0.2910
H -4.47721 -9.53993 -0.33458 0.2469
H -4.86173 -9.59832 1.32440 0.3043
C -6.87970 -2.02323 3.43325 -0.6402
C -7.54046 -1.50314 4.67552 -0.4034
C -8.08271 -0.17214 4.17631 -0.4251
O -6.98018 0.26122 3.38422 -0.4181
C -6.27169 -0.79243 2.74375 -0.3476
H -7.63037 -2.53154 2.82810 0.2655
H -6.09822 -2.77804 3.52081 0.3393
H -6.76494 -1.22672 5.38983 0.2572
H -8.37835 -2.14003 4.95911 0.3029
H -8.33633 0.57307 4.93027 0.2764
H -9.00884 -0.24009 3.60557 0.2689
H -5.21288 -0.81174 3.00196 0.2640
H -6.38444 -0.83084 1.66028 0.2599
C -7.56997 1.56824 -6.08689 -0.7279
C -6.28395 0.96377 -6.17869 -0.3898
C -5.89482 0.99632 -4.75599 -0.4470
O -6.32752 2.29254 -4.25703 -0.4151
C -7.55581 2.65235 -4.90604 -0.3365
H -8.34051 0.79804 -6.05274 0.2721
H -7.85915 1.88788 -7.08804 0.3542
H -5.63302 1.57507 -6.80376 0.2090
H -6.33138 -0.02659 -6.63150 0.3230
H -4.82398 0.81658 -4.85147 0.3212
H -6.42645 0.25379 -4.16092 0.2846
H -7.48552 3.61924 -5.40431 0.2806
H -8.38100 2.46955 -4.21774 0.2719
C -0.42940 -0.09214 -1.48600 -0.6055
C 0.45290 0.37953 -0.35924 -0.4772
C 0.59907 -0.83985 0.56429 -0.3454
O -0.43268 -1.79669 0.07577 -0.4163
C -1.32227 -1.18143 -0.84541 -0.3190
H 0.22322 -0.53404 -2.23895 0.2227
H -0.94664 0.67908 -2.05678 0.3917
H -0.08460 1.15843 0.18161 0.2059
H 1.38747 0.87920 -0.61419 0.3684
H 0.15659 -0.60390 1.53210 0.2416
H 1.60708 -1.25351 0.59431 0.2391
H -2.12603 -0.69291 -0.29459 0.1926
H -1.77231 -2.03023 -1.36026 0.3016
C 1.47814 1.02835 -8.47175 -0.6074
C 0.06593 0.71771 -8.94372 -0.5529
C -0.51126 2.15266 -8.93758 -0.3514
O 0.25005 2.88600 -7.91676 -0.4148
C 1.39286 2.21556 -7.46915 -0.3028
H 1.95593 1.31774 -9.40774 0.2440
H 1.99204 0.10948 -8.18944 0.3978
H -0.41887 0.07334 -8.21033 0.2770
H 0.07377 0.21559 -9.91115 0.3245
H -1.54302 2.09717 -8.59047 0.2253
H -0.32811 2.66581 -9.88165 0.2821
H 1.24143 1.84246 -6.45625 0.2212
H 2.28832 2.83704 -7.47317 0.2577
C -0.76494 4.58083 5.46398 -0.4532
C -0.02990 5.62031 6.29802 -0.5815
C 0.94510 6.24897 5.28970 -0.4251
O 0.45270 5.95897 3.98526 -0.4014
C -0.82053 5.28110 4.15906 -0.4700
H -1.75359 4.46748 5.90872 0.3047
H -0.20767 3.64417 5.44948 0.2563
H 0.64294 5.30554 7.09572 0.3068
H -0.65485 6.39216 6.74721 0.2674
H 1.93989 5.88361 5.54466 0.2928
H 1.04819 7.32214 5.45028 0.2766
H -1.13818 4.56221 3.40381 0.3544
H -1.66199 5.97300 4.19538 0.2701
C -0.10123 -3.25267 6.45256 -0.5058
C 0.65061 -4.61592 6.55790 -0.6343
C 1.54972 -4.44217 7.74835 -0.3426
O 1.69504 -2.93347 7.76613 -0.4415
C 1.01854 -2.24799 6.72176 -0.3033
H -0.95005 -3.06190 7.10923 0.2552
H -0.45617 -3.08609 5.43552 0.3043
H 1.17296 -4.96179 5.66592 0.2800
H 0.05975 -5.48247 6.85466 0.3403
H 2.40314 -5.06443 7.47896 0.2674
H 1.00350 -4.83751 8.60477 0.2860
H 1.67762 -2.05982 5.87423 0.2425
H 0.63351 -1.30696 7.11458 0.2519
O 4.52867 6.37878 1.47646 -0.4260
C 4.71629 6.97825 0.18819 -0.3266
C 3.63686 6.53731 -0.78845 -0.4546
O 3.87235 5.20409 -1.29862 -0.4819
H 3.61681 6.65576 1.59213 0.2726
H 4.65394 8.06610 0.16017 0.2533
H 5.64217 6.59180 -0.23786 0.2941
H 3.45059 7.22161 -1.61618 0.3190
H 2.64803 6.46539 -0.33552 0.2706
H 3.64895 4.59935 -0.58730 0.2861
O 6.83076 3.29383 3.43075 -0.5206
C 5.90451 2.30667 3.76489 -0.4341
C 5.58413 1.33571 2.60857 -0.3012
O 5.16717 2.12810 1.42791 -0.4755
H 6.29863 3.95497 2.98206 0.3192
H 6.25686 1.69593 4.59613 0.3597
H 5.03657 2.74318 4.25908 0.2436
H 4.78662 0.69753 2.98911 0.2764
H 6.41750 0.66435 2.40151 0.2473
H 6.00989 2.42165 1.07399 0.2797
O 3.95510 -5.77080 -2.60347 -0.5587
C 3.56969 -4.41529 -2.67732 -0.5605
C 4.40109 -3.39531 -1.83029 -0.1737
O 5.71575 -3.24841 -2.45013 -0.5457
H 4.82760 -5.86798 -2.99191 0.3316
H 3.65437 -4.37619 -3.76332 0.3496
H 2.49714 -4.27487 -2.54310 0.3314
H 4.58778 -3.75870 -0.81975 0.2830
H 3.91167 -2.42162 -1.80801 0.2791
H 6.26949 -2.65373 -1.93892 0.2595
O 7.04023 0.27686 -4.60805 -0.5110
C 6.80289 1.49899 -3.79357 -0.4904
C 7.84386 1.67305 -2.74070 -0.2469
O 7.84709 0.53105 -1.85074 -0.5210
H 7.08824 -0.41416 -3.94339 0.3049
H 6.95426 2.38646 -4.40805 0.3300
H 5.83769 1.41426 -3.29425 0.3062
H 7.54821 2.57921 -2.21197 0.3039
H 8.79770 1.78862 -3.25543 0.2610
H 8.24401 0.74450 -1.00310 0.2676